DFT (ωB97M-V/def2-TZVPD) results for 11 unconnected molecules or ions with the total composition C17H33Cl20N2O3 in a non-equilibrium geometry.

Its total charge is -1. For the frontier orbital gap, the calculation gives 5.680 eV. The spin multiplicity is 1. The calculation puts the calculated total energy at -10206.58543 Ha. The value obtained for the LUMO energy is 1.30 eV.

Bonds (Å) are listed after each position.
Cartesian coordinates (Å):
1 C -3.32 -5.26 0.78  C2 1.524, H13 1.085, H14 1.085, H15 1.086
2 C -1.97 -5.97 0.80  C1 1.524, O3 1.410, H16 1.095, H17 1.090
3 O -1.03 -5.27 1.59  C2 1.410, C4 1.409
4 C 0.28 -5.71 1.31  O3 1.409, N5 1.457, C10 1.557, H18 1.094
5 N 1.20 -4.70 1.82  C4 1.457, N6 1.438, H19 1.010
6 N 1.00 -3.46 1.12  N5 1.438, C7 1.286
7 C 1.73 -2.51 1.58  N6 1.286, C8 1.501, C9 1.501
8 C 2.38 -1.57 0.61  C7 1.501, H20 1.091, H21 1.088, H22 1.086
9 C 1.95 -2.32 3.06  C7 1.501, H23 1.090, H24 1.085, H25 1.089
10 C 0.53 -7.09 1.99  C4 1.557, O11 1.252, O12 1.240
11 O 0.61 -8.04 1.18  C10 1.252
12 O 0.60 -7.10 3.23  C10 1.240
13 H -3.21 -4.20 0.94  C1 1.085
14 H -3.92 -5.67 1.58  C1 1.085
15 H -3.78 -5.46 -0.18  C1 1.086
16 H -2.14 -6.95 1.27  C2 1.095
17 H -1.59 -6.18 -0.19  C2 1.090
18 H 0.43 -5.78 0.23  C4 1.094
19 H 2.13 -4.98 1.52  N5 1.010
20 H 1.83 -0.63 0.51  C8 1.091
21 H 2.37 -2.07 -0.36  C8 1.088
22 H 3.41 -1.40 0.90  C8 1.086
23 H 2.97 -2.52 3.38  C9 1.090
24 H 1.32 -3.04 3.58  C9 1.085
25 H 1.64 -1.32 3.35  C9 1.089
26 C -2.67 -0.87 2.52  Cl27 1.783, Cl28 1.758, H29 1.083, H30 1.084
27 Cl -2.90 0.56 1.47  C26 1.783
28 Cl -1.53 -2.05 1.89  C26 1.758
29 H -2.31 -0.51 3.48  C26 1.083
30 H -3.63 -1.35 2.63  C26 1.084
31 C -3.62 -6.51 4.88  Cl32 1.758, Cl33 1.777, H34 1.084, H35 1.082
32 Cl -2.95 -4.93 4.49  C31 1.758
33 Cl -5.30 -6.68 4.34  C31 1.777
34 H -3.01 -7.26 4.38  C31 1.084
35 H -3.59 -6.64 5.95  C31 1.082
36 C 3.27 -3.75 -2.98  Cl37 1.760, Cl38 1.782, H39 1.084, H40 1.082
37 Cl 1.79 -3.76 -2.03  C36 1.760
38 Cl 3.50 -2.21 -3.84  C36 1.782
39 H 4.11 -3.89 -2.31  C36 1.084
40 H 3.23 -4.54 -3.71  C36 1.082
41 C -0.03 2.86 0.74  Cl42 1.764, Cl43 1.768, H44 1.084, H45 1.082
42 Cl 0.84 1.94 1.97  C41 1.764
43 Cl 0.71 2.73 -0.86  C41 1.768
44 H -1.04 2.47 0.68  C41 1.084
45 H -0.03 3.91 1.02  C41 1.082
46 C 0.66 3.21 -4.55  Cl47 1.762, Cl48 1.775, H49 1.082, H50 1.082
47 Cl 2.13 2.49 -3.91  C46 1.762
48 Cl 0.96 4.81 -5.26  C46 1.775
49 H 0.27 2.56 -5.32  C46 1.082
50 H -0.05 3.32 -3.75  C46 1.082
51 C -1.81 0.34 -2.72  Cl52 1.775, Cl53 1.765, H54 1.084, H55 1.082
52 Cl -2.57 1.83 -3.32  C51 1.775
53 Cl -0.23 0.01 -3.44  C51 1.765
54 H -1.68 0.43 -1.65  C51 1.084
55 H -2.47 -0.49 -2.96  C51 1.082
56 C -0.14 7.25 1.07  Cl57 1.764, Cl58 1.775, H59 1.083, H60 1.083
57 Cl 1.41 6.43 1.24  C56 1.764
58 Cl -1.47 6.10 0.84  C56 1.775
59 H -0.33 7.82 1.97  C56 1.083
60 H -0.10 7.91 0.21  C56 1.083
61 C -3.33 9.31 0.89  Cl62 1.774, Cl63 1.764, H64 1.083, H65 1.083
62 Cl -1.99 10.41 0.49  C61 1.774
63 Cl -4.79 9.71 -0.01  C61 1.764
64 H -3.02 8.30 0.63  C61 1.083
65 H -3.54 9.40 1.94  C61 1.083
66 C 6.23 -3.70 -5.70  Cl67 1.770, Cl68 1.767, H69 1.082, H70 1.082
67 Cl 7.80 -4.51 -5.63  C66 1.770
68 Cl 4.91 -4.83 -6.01  C66 1.767
69 H 6.05 -3.22 -4.75  C66 1.082
70 H 6.25 -2.97 -6.50  C66 1.082
71 C 0.06 13.45 -0.91  Cl72 1.768, Cl73 1.767, H74 1.083, H75 1.082
72 Cl 1.76 13.69 -0.49  C71 1.768
73 Cl -0.97 14.71 -0.23  C71 1.767
74 H -0.04 13.46 -1.98  C71 1.083
75 H -0.26 12.49 -0.51  C71 1.082

Löwdin atomic charge list, values in e, 5 entries: C -0.08; C -0.27; O -0.14; C -0.34; N 0.02